96
Properties=species:S:1:pos:R:3:forces:R:3 method="wB97M-V/def2-TZVPD" lumo_ev=0.18 charge=0 e_above_lowest_kcal_mol=46.6
Rb 0.1828 -0.0849 -1.6063 0.3 0.1 0.0
C 3.2671 1.6111 1.1041 2.0 -1.0 1.3
N 2.1717 1.5424 2.0334 -0.3 -0.6 -0.6
C 1.6719 2.8078 2.4811 2.7 1.4 1.1
C 0.2744 2.7734 2.7244 -3.4 -1.2 1.1
N -0.3581 2.4440 3.8663 1.8 1.0 -1.2
C -1.6898 2.4972 3.5573 0.1 0.1 -0.8
C -2.7646 2.2864 4.3860 -2.2 0.2 0.1
C -4.0758 2.4718 3.8880 2.2 0.1 -0.1
C -4.2391 2.7898 2.5346 -0.4 -0.1 0.3
C -3.1908 2.9229 1.6631 1.2 0.8 0.5
C -1.8865 2.8313 2.2061 -0.2 -0.6 -0.9
N -0.5859 2.9069 1.6796 -1.3 0.5 -0.3
C 3.4580 0.1853 0.6461 -0.8 1.6 -0.5
N 3.3261 -0.1536 -0.5850 0.0 -1.6 -1.8
C 3.2913 -1.5957 -0.5890 0.8 3.0 0.7
C 3.1729 -2.4628 -1.6486 -0.5 2.9 -0.5
C 3.0063 -3.7296 -1.3450 -0.1 -3.9 0.6
C 3.1653 -4.2180 -0.0352 -0.2 -0.1 0.8
C 3.3267 -3.3499 1.0387 0.2 -1.0 -0.6
C 3.4006 -2.0125 0.7313 -0.4 0.6 0.0
N 3.4841 -0.8510 1.4855 0.5 -1.5 -0.5
H 4.1583 1.9045 1.7092 -0.3 0.1 -0.6
H 3.2020 2.2749 0.2457 -0.3 0.1 -0.2
H 1.4713 0.9423 1.6125 -0.5 0.1 0.2
H 1.9692 3.6477 1.8124 -0.4 -0.5 0.0
H 2.1273 3.0791 3.4602 0.0 -0.2 -0.5
H -2.6366 2.0261 5.4178 0.2 0.0 0.4
H -4.8711 2.4968 4.5900 -0.8 -0.3 0.3
H -5.2029 2.9565 2.0890 -0.5 0.0 0.3
H -3.4480 3.2712 0.6797 0.5 -0.2 -0.4
H -0.3265 2.9250 0.6864 -0.3 0.2 0.8
H 3.0465 -2.0940 -2.6454 0.1 0.2 -0.5
H 2.7352 -4.4130 -2.1277 0.2 -0.4 -0.2
H 3.1608 -5.2857 0.2155 -0.2 0.4 -0.5
H 3.3952 -3.7695 2.0178 0.2 0.1 0.6
H 3.3862 -0.8078 2.4529 -0.1 0.2 1.7
C 3.9539 0.3987 -4.9849 -1.5 -0.4 -0.5
C 3.4957 1.6220 -4.2494 -2.3 0.0 -0.3
C 4.2934 2.7389 -4.0791 1.4 -0.9 0.1
C 3.9287 3.7091 -3.1813 -0.2 0.3 0.4
C 2.6935 3.5805 -2.5753 1.7 1.4 0.2
Br 2.2077 4.7227 -1.1483 -0.1 0.5 0.3
N 1.8581 2.6944 -2.8989 -2.8 -1.4 0.1
C 2.1784 1.7405 -3.7437 2.1 -0.6 -0.3
H 3.1608 -0.3820 -5.2492 0.7 1.5 0.3
H 4.6134 -0.1297 -4.3342 1.0 -0.4 0.2
H 4.4324 0.7655 -5.8838 0.4 -0.5 -0.3
H 5.3046 2.7142 -4.5187 -0.5 0.3 0.2
H 4.5758 4.4899 -2.8659 0.5 0.6 -0.1
H 1.4434 0.9968 -3.9501 -0.4 -0.4 -0.4
O 0.0317 -0.8938 1.1266 0.1 0.0 -0.6
S 0.0012 -2.2619 1.7543 0.1 1.6 0.9
C -1.7176 -2.6527 2.1341 0.7 -2.2 -0.7
C -2.7530 -1.6756 2.6129 -0.3 1.6 1.4
C -2.9794 -0.4000 1.7500 -1.9 -0.5 -0.2
C -3.2746 -0.6925 0.2762 0.8 -0.8 -0.5
S -3.4130 0.8391 -0.6945 0.4 1.1 1.2
O -1.9947 1.4016 -0.6557 -0.8 -0.4 -0.4
C -3.8073 0.4001 -2.3586 1.0 0.4 -0.5
C -5.0470 -0.1729 -2.5692 0.7 1.0 0.8
C -5.5024 -0.2274 -3.8472 0.2 -0.4 -1.3
C -4.6318 0.0644 -4.8963 0.6 0.9 1.8
C -3.3331 0.5982 -4.6821 -1.9 -0.8 -0.2
C -2.9772 0.9009 -3.4056 -1.5 -1.9 1.8
C 0.6137 -1.9299 3.4264 0.8 -2.8 -0.5
C 0.3994 -0.7415 4.0446 1.2 0.7 1.0
C 1.0144 -0.4838 5.3021 -0.3 -1.2 -0.3
C 1.7242 -1.5452 5.9033 0.5 0.6 -0.7
C 1.9825 -2.7536 5.2129 -0.8 1.3 0.2
C 1.4231 -2.9686 3.9758 -0.3 -0.8 -0.8
H -1.4872 -3.5051 2.8497 -0.8 0.7 -0.7
H -1.9812 -3.1263 1.1415 -0.2 0.3 1.1
H -2.4472 -1.1373 3.5633 -0.1 -1.3 -0.5
H -3.7100 -2.2400 2.8655 1.1 0.7 -0.6
H -2.1946 0.3151 1.9029 0.6 0.0 -0.2
H -3.8905 0.0831 2.1602 0.5 -0.2 0.0
H -4.1518 -1.3629 0.2065 0.3 0.5 -0.3
H -2.4056 -1.1722 -0.1998 -0.3 -0.2 0.1
H -5.6999 -0.3113 -1.7339 -0.3 -0.5 0.4
H -6.5347 -0.4871 -4.0271 0.0 -0.1 -0.2
H -5.0886 0.1546 -5.8177 -0.4 -0.4 -2.2
H -2.6641 0.7563 -5.4899 0.3 0.4 -0.7
H -2.1134 1.4186 -3.1371 1.4 0.7 0.2
H -0.0268 0.0294 3.4430 -0.6 0.6 0.1
H 0.9231 0.5069 5.7616 0.0 -0.5 -0.2
H 2.2754 -1.4090 6.8351 -0.4 0.2 -0.1
H 2.6398 -3.4605 5.6536 0.4 -0.6 0.3
H 1.6380 -3.9696 3.4367 -0.6 2.0 0.7
O -0.1414 -0.3703 -4.4934 0.4 0.8 0.4
N -0.4315 -1.2320 -5.3616 0.2 0.4 -0.3
C -1.1781 -2.2060 -4.9139 -0.7 -1.3 0.1
C -1.4394 -2.3015 -3.5002 0.4 -0.1 -1.7
N -1.4764 -2.4207 -2.3650 -0.4 0.0 1.5
C -1.3985 -3.3647 -5.7298 0.0 -2.1 -0.4
N -1.4896 -4.4197 -6.2303 0.0 2.2 0.7


91
Properties=species:S:1:pos:R:3:forces:R:3 method="wB97M-V/def2-TZVPD" lumo_ev=2.40 charge=-1 e_above_lowest_kcal_mol=50.4
Sn -0.0400 1.7870 -1.1224 0.2 -0.6 1.0
C 2.5895 -2.3795 2.8499 0.6 -0.5 1.2
C 3.4641 -1.3592 3.2345 0.2 -0.1 -1.9
C 3.3538 -0.1298 2.5738 -0.2 -0.4 0.8
C 2.2280 0.1612 1.7457 2.4 -0.5 1.5
C 1.3073 -0.8319 1.5341 -1.3 0.3 -0.2
C 1.5107 -2.0814 2.0656 -1.3 -1.5 0.1
P 2.0095 1.7005 0.9321 -0.6 1.3 -1.6
C 3.5932 2.3237 0.4395 2.5 2.0 0.8
C 4.0455 3.7244 0.4609 -0.7 -3.6 -0.6
C 5.2709 4.0876 -0.0334 -0.3 -0.7 0.3
C 6.2032 3.1497 -0.4210 -0.1 -1.4 0.2
C 5.8323 1.8033 -0.3389 0.8 0.0 -0.2
C 4.5690 1.4076 0.0928 -0.1 -0.3 -1.1
C 1.5166 2.9546 2.0751 -1.1 0.4 2.1
C 2.2312 3.2300 3.2397 0.3 -0.1 -1.7
C 1.7431 4.1366 4.1551 -0.3 1.5 2.1
C 0.6243 4.9368 3.9344 -0.1 -0.9 -0.2
C -0.0704 4.7752 2.7112 0.1 -1.9 -0.6
C -1.1619 5.6011 2.3541 0.1 -0.5 -0.5
C -1.9597 5.2579 1.2836 0.1 -0.2 -0.2
C -1.5964 4.1309 0.4677 -2.1 0.6 0.2
C -0.5470 3.3216 0.7532 0.1 -0.8 -2.1
C 0.2422 3.5910 1.8517 1.6 2.5 2.0
H 2.7481 -3.4106 3.2228 -0.2 0.7 -0.2
H 4.3607 -1.6117 3.7791 0.0 0.2 0.4
H 4.1798 0.5603 2.7896 -0.7 0.2 -0.4
H 0.3555 -0.5930 1.0356 0.6 -0.2 0.0
H 0.7433 -2.8686 1.9561 0.5 0.5 -0.3
H 3.4029 4.4053 0.9015 -1.2 1.5 0.5
H 5.5096 5.1011 -0.0605 0.4 1.6 0.1
H 7.2205 3.4082 -0.6879 -0.1 0.1 -0.2
H 6.5755 1.0477 -0.6216 -0.4 0.2 0.1
H 4.2570 0.3651 0.0380 0.5 0.0 0.1
H 3.2573 2.8634 3.3640 -0.5 -0.3 0.1
H 2.3002 4.2364 5.1123 -0.5 0.0 -0.7
H 0.1138 5.5490 4.7033 0.9 -0.1 -0.4
H -1.2304 6.5169 2.9161 -0.6 0.2 0.2
H -2.8769 5.8118 1.0383 0.6 0.0 0.1
H -2.2621 3.8745 -0.3987 0.7 0.5 0.8
O 1.8568 2.2939 -2.5097 1.4 -2.7 -1.3
C 2.2628 1.1335 -2.9581 -0.6 2.5 0.9
C 3.3631 0.9666 -4.0370 0.3 -0.8 0.9
C 3.3786 -0.5508 -4.2863 -0.5 -0.7 1.0
C 2.3081 -1.0496 -3.2484 -1.2 -1.1 -0.6
O 1.9532 -2.2419 -3.1132 0.9 1.6 -0.4
N 1.7389 -0.0190 -2.5460 1.0 -0.3 -0.6
H 4.3329 1.3741 -3.7222 -0.3 -0.1 0.3
H 3.1061 1.5173 -4.8922 -0.6 0.8 -1.2
H 4.2612 -1.0612 -3.9305 0.7 0.2 0.2
H 3.2745 -0.9832 -5.3060 -0.5 0.7 0.6
C -5.4186 -3.6510 1.5192 0.4 -1.3 0.8
C -4.5210 -4.1056 0.3345 1.8 1.7 1.4
C -5.0034 -4.1707 -0.9438 -1.4 -0.8 -0.5
C -4.2549 -4.7322 -1.9768 -0.3 0.9 -0.2
C -2.9341 -5.0413 -1.7497 0.2 0.5 0.5
N -2.1656 -5.4610 -2.8277 1.7 -0.5 -1.8
C -0.9412 -4.8811 -3.2875 -0.2 -0.5 0.2
O -0.1673 -5.5791 -3.9235 -0.2 -0.1 0.0
N -0.6176 -3.5788 -2.9932 0.2 0.2 0.2
C -1.4857 -2.4685 -2.7671 0.5 0.3 -1.5
C -2.6802 -2.2965 -3.4997 0.4 1.4 1.5
C -3.3213 -1.0302 -3.3429 -0.7 -1.2 0.5
C -2.8020 -0.0580 -2.5077 0.9 -0.3 -0.1
N -1.5682 -0.2229 -1.9176 -2.5 0.1 -0.8
C -0.9212 -1.3593 -2.0644 -1.9 -0.5 -0.5
C -2.3148 -4.8408 -0.5045 -0.5 -0.2 -0.2
C -3.0947 -4.2962 0.5123 -0.9 -1.3 0.8
H -6.1502 -2.8474 1.3058 0.5 -0.5 -0.2
H -4.8072 -3.3441 2.4191 -0.5 -0.2 -1.1
H -5.9962 -4.5718 1.8686 0.5 1.2 -0.4
H -6.0504 -3.8876 -1.1299 0.5 -0.2 0.1
H -4.6521 -4.7859 -3.0048 0.2 -0.1 0.7
H -2.2429 -6.4337 -3.1558 0.1 0.9 0.3
H 0.3766 -3.3078 -3.2304 -1.2 -0.4 0.4
H -3.1415 -3.0962 -4.0770 0.3 0.2 0.0
H -4.3485 -0.8984 -3.7168 0.7 0.0 -0.2
H -3.3777 0.8902 -2.3706 1.0 -0.8 0.1
H 0.0379 -1.3839 -1.6022 0.6 -0.4 0.2
H -1.2721 -5.2308 -0.4190 -0.9 0.8 0.3
H -2.6610 -4.2727 1.5291 -0.4 0.3 -0.6
Cl -1.3362 2.9753 -2.8006 -0.6 0.8 -0.7
C -3.7646 0.8865 3.3715 -0.8 -0.2 -0.8
C -2.7922 0.1743 2.3609 -0.3 1.3 0.7
O -1.4454 0.6799 2.4138 -0.7 0.6 -0.4
H -4.8294 0.6576 3.1028 0.8 -0.3 0.3
H -3.7827 1.9734 3.3119 0.6 0.2 -0.2
H -3.6096 0.6349 4.4226 0.2 -0.2 -0.2
H -3.1877 0.3407 1.3383 0.1 -0.5 0.4
H -2.7661 -0.8833 2.6593 0.1 0.2 -0.5
H -1.4389 1.5699 1.9661 0.1 -1.1 0.5